9
Properties=species:S:1:pos:R:3:lowdin_charge:R:1 method="wB97M-V/def2-TZVPD" smiles=C#CC#CCF lumo_ev=0.5 de_lowest_kcal_mol=20.1 total_charge=0
F 2.5125 0.9121 -0.2476 -0.0508
C 0.5597 -0.1927 -0.3601 0.0217
C -1.9967 -0.0300 -0.3523 -0.1388
C 1.9471 -0.2853 0.1004 -0.2405
C -2.9694 0.5528 0.0374 0.1543
C -0.6528 -0.0930 -0.3753 -0.0711
H 2.4259 -1.1419 -0.4939 0.1284
H -3.9290 0.7577 0.4103 0.0313
H 2.1027 -0.4798 1.2810 0.1655

***

74
Properties=species:S:1:pos:R:3:lowdin_charge:R:1 method="wB97M-V/def2-TZVPD" multiplicity=6 lumo_ev="-4.9 / -4.9" s2=8.753 total_charge=+1
Mn 5.6480 -22.6583 -12.1224 1.1926
F 7.3698 -23.4342 -12.1544 -0.4749
O 4.7662 -24.5344 -11.8510 0.0030
O 6.8416 -25.5459 -8.4972 0.0108
O 6.6749 -26.0093 -6.3415 0.1514
O 10.4829 -20.7050 -15.8489 0.0279
O 12.4519 -26.4960 -12.5938 0.1535
O 9.7968 -22.6674 -16.5739 0.1171
O 10.6069 -22.7532 -8.8108 0.1330
O 11.3987 -25.3842 -14.1971 0.0293
O 5.4961 -22.8816 -14.2365 0.0076
O 3.7797 -26.4713 -12.1545 0.0879
O 4.9117 -22.3423 -16.2791 0.0812
O 9.9482 -21.1066 -10.1429 0.0373
C 4.8397 -25.7114 -12.1615 -0.4641
C 10.7820 -21.8396 -12.2287 -0.1226
C 4.7685 -23.0672 -15.1949 -0.4422
C 9.5375 -21.6424 -16.0125 -0.4848
C 10.7640 -23.0095 -11.2423 -0.0662
C 8.2638 -21.2142 -15.2907 -0.0635
C 2.8618 -23.5129 -16.5719 -0.1110
C 5.6097 -27.8962 -12.6177 -0.1209
C 7.8799 -25.3922 -9.4762 -0.1646
C 7.3768 -25.8123 -7.2670 -0.4818
C 10.4818 -22.3315 -9.9164 -0.4853
C 9.9837 -19.4768 -15.2588 -0.1144
C 10.2841 -27.2570 -13.3478 -0.0633
C 4.0969 -27.8067 -12.7000 -0.0834
C 8.5894 -19.8058 -14.7514 -0.1432
C 9.5990 -26.7957 -14.6376 -0.1477
C 6.0228 -26.4237 -12.7321 -0.0635
C 11.5051 -26.3657 -13.2758 -0.5164
C 8.8928 -25.9043 -7.3939 -0.0619
C 3.9887 -22.7897 -17.3094 -0.0925
C 9.8360 -20.8565 -11.5418 -0.1793
C 9.1072 -26.1279 -8.8869 -0.1372
C 3.5753 -23.9871 -15.2965 -0.0505
C 10.0762 -25.3546 -14.7717 -0.1482
H 8.7904 -21.0690 -11.8390 0.0949
H 3.9222 -25.0227 -15.2798 0.1344
H 10.4126 -22.1263 -13.2138 0.1041
H 3.0057 -23.8288 -14.3773 0.1361
H 11.6759 -23.5976 -11.2162 0.1320
H 8.4799 -19.7763 -13.6622 0.0832
H 9.3167 -24.9533 -7.0609 0.1327
H 6.9906 -26.1370 -12.3535 0.0983
H 3.6002 -28.5111 -12.0302 0.1362
H 9.8952 -27.3465 -15.5321 0.1217
H 3.6059 -27.9478 -13.6631 0.1330
H 6.0495 -28.5559 -13.3650 0.1263
H 1.9962 -22.9066 -16.3265 0.1244
H 7.4090 -21.1966 -15.9670 0.1111
H 7.8251 -19.0868 -15.0522 0.1134
H 8.1231 -24.3537 -9.6962 0.1042
H 5.9829 -26.1697 -13.8034 0.1407
H 4.5026 -23.4379 -18.0183 0.1379
H 10.5425 -28.3107 -13.4059 0.1275
H 7.9994 -21.9373 -14.5150 0.0947
H 9.6607 -27.1155 -12.4621 0.1133
H 9.9247 -18.7450 -16.0648 0.1276
H 10.1747 -24.9320 -15.7643 0.1098
H 10.7260 -19.1751 -14.5282 0.1241
H 5.9190 -28.3333 -11.6658 0.1293
H 9.1029 -27.1796 -9.1716 0.1158
H 9.9225 -23.6836 -11.4320 0.1071
H 7.5898 -25.8751 -10.4093 0.0886
H 9.2921 -26.6770 -6.7454 0.1280
H 2.5178 -24.3565 -17.1646 0.1242
H 10.0036 -19.8248 -11.8453 0.1189
H 9.4259 -24.6794 -14.1961 0.1133
H 8.5172 -26.8838 -14.5883 0.0894
H 3.6748 -21.9124 -17.8691 0.1366
H 10.0350 -25.6550 -9.2052 0.1079
H 11.7818 -21.4143 -12.3055 0.1297

***

13
Properties=species:S:1:pos:R:3:lowdin_charge:R:1 method="wB97M-V/def2-TZVPD" smiles=C[C@H](N)CF lumo_ev=1.1 de_lowest_kcal_mol=16.3 total_charge=0
F -1.3712 -0.3498 1.7954 0.0051
N 1.0167 1.1007 -0.1951 0.0175
C -0.3859 -0.7857 -1.0904 -0.0476
C -0.1851 0.3256 -0.0036 -0.4516
C -0.1217 -0.1025 1.4108 -0.2700
H 0.0159 -0.6013 -2.0747 0.0605
H 0.6398 -0.8148 1.6944 0.1277
H 0.0279 -1.6824 -0.7094 0.0522
H 0.2789 0.7860 1.8211 0.0982
H 0.8463 1.6697 -0.9916 0.0604
H -1.4750 -0.9670 -1.2735 0.0850
H -1.0921 0.9950 -0.0277 0.1561
H 1.8055 0.4267 -0.3557 0.1065

***

25
Properties=species:S:1:pos:R:3:lowdin_charge:R:1 method="wB97M-V/def2-TZVPD" lumo_ev=3.3 de_lowest_kcal_mol=83.3 total_charge=-1
Br -0.5436 -0.2409 -0.2759 0.7561
O -3.1517 -0.7956 0.9255 -0.1335
O -0.0224 -2.8856 -1.5632 -0.1146
O 1.9246 0.2734 0.9888 -0.1902
O -1.4450 0.4439 -2.7928 -0.1566
O 0.4245 -2.5252 1.4944 -0.1036
O -3.2568 0.2473 -0.9890 -0.1793
C 1.8353 1.7176 1.1267 -0.3288
C 3.0404 2.2008 0.3486 -0.1185
H -3.8583 -0.2191 -0.4085 -0.0088
H 0.0292 -1.7585 1.0796 -0.1474
H 0.2190 -2.4279 2.4242 0.0211
H 0.9833 2.1739 0.6227 0.0857
H -2.9071 -0.3771 1.7509 0.0567
H 3.9918 1.6891 0.4938 0.0676
H -1.1136 -0.0208 -2.0244 -0.2130
H 2.7693 2.0743 -0.6995 0.0709
H -2.3599 -1.2549 0.6454 -0.0332
H 0.8620 -2.7765 -1.9128 0.0232
H 1.9406 1.9768 2.1802 0.0967
H 3.2400 3.2515 0.5595 0.0592
H -0.2726 -2.0108 -1.2659 -0.1499
H -2.3859 -0.0315 -0.7063 -0.1955
H 1.0246 0.0021 0.7937 -0.1793
H -0.9680 1.2738 -2.7957 0.0148